12
Properties=species:S:1:pos:R:3:mulliken_charge:R:1 method="wB97M-V/def2-TZVPD" gap_ev=10.265 e_tot_ev=-8450.67382 relative_energy_kj_mol=160.2
F -2.576 -0.840 0.008 -0.261
N 1.465 -0.127 -0.798 -0.551
C -0.762 0.649 -0.084 -0.652
C 1.550 -0.132 0.595 -0.409
C -2.081 0.445 -0.112 -0.163
C 0.224 -0.406 -0.073 0.191
H -2.841 1.189 -0.251 0.362
H 1.885 -0.931 -1.203 0.235
H -0.185 -1.368 -0.015 0.445
H -0.472 1.638 -0.079 0.318
H 1.766 0.874 1.001 0.188
H 2.027 -0.990 1.012 0.296

=====

49
Properties=species:S:1:pos:R:3:mulliken_charge:R:1 method="wB97M-V/def2-TZVPD" smiles="CC1(C)C=C(C(=O)NC[C@H](O)CNC(=O)c2cccs2)C(C)(C)N1" gap_ev=9.461 e_tot_ev=-39482.73697 relative_energy_kj_mol=141.5
S 0.010 5.246 -0.185 -0.123
O -1.063 0.362 0.147 -0.836
O -0.077 1.588 2.231 -0.662
O 3.561 3.833 0.925 -0.648
N 0.990 -0.496 0.447 0.010
N 1.649 3.567 2.074 -0.186
N -2.197 -3.724 -0.862 -0.438
C -0.250 -4.795 -2.109 -1.583
C 2.098 2.381 2.802 -0.998
C 2.451 5.935 -0.750 -0.474
C -2.602 -1.612 -2.147 -1.664
C 1.761 5.023 0.056 0.208
C -0.324 -0.600 0.062 0.669
C 2.385 4.173 1.082 0.626
C 0.278 6.412 -1.443 -0.442
C -3.281 -1.918 0.236 -1.858
C 1.687 0.710 0.953 -1.099
C -0.700 -5.234 0.337 -1.656
C 1.278 1.189 2.348 0.379
C -0.809 -1.913 -0.409 0.784
C -0.055 -3.040 -0.437 -1.489
C -2.232 -2.233 -0.813 1.399
C 1.593 6.699 -1.624 -0.372
C -0.831 -4.243 -0.827 1.268
H 2.776 0.527 0.959 0.408
H -0.550 1.160 1.474 0.473
H 1.541 -1.306 0.189 0.229
H 1.367 0.370 3.058 0.202
H -0.537 6.900 -1.968 0.393
H 1.978 7.403 -2.359 0.369
H -3.592 -1.863 -2.471 0.406
H -1.886 -1.914 -2.892 0.383
H 0.375 -5.529 0.512 0.382
H -4.205 -2.465 0.122 0.454
H -2.894 -2.249 1.232 0.408
H -3.473 -0.835 0.310 0.339
H -2.528 -0.529 -2.074 0.298
H -0.861 -5.632 -2.467 0.393
H 0.982 -3.065 -0.165 0.352
H 0.649 3.601 1.869 0.241
H 3.547 6.037 -0.746 0.417
H -0.260 -4.014 -2.869 0.353
H 0.791 -5.163 -1.974 0.337
H 3.174 2.131 2.740 0.398
H 1.870 2.584 3.821 0.390
H -1.235 -6.169 0.141 0.375
H 1.513 1.566 0.299 0.331
H -1.122 -4.802 1.220 0.446
H -2.738 -4.053 -0.052 0.403

=====

56
Properties=species:S:1:pos:R:3:lowdin_spin:R:1 method="wB97M-V/def2-TZVPD" gap_ev="4.716 / 1.792" e_tot_ev=-93243.03222 s_squared=3.7671 spin_multiplicity=4 charge=+1 relative_energy_kj_mol=985.3
Co -4.638 3.061 0.824 1.994
P -0.526 8.378 0.628 0.000
P -4.510 -9.173 1.294 0.000
F -1.751 0.779 0.285 0.006
O 0.939 8.356 1.264 0.000
O -4.136 -9.239 -0.248 0.000
O -1.373 7.252 1.133 0.000
O -4.508 -7.614 1.564 0.000
O -3.182 -9.708 2.064 0.000
O -0.149 8.451 -0.925 0.000
O -0.985 9.920 1.047 0.000
O -5.740 -9.911 1.727 0.000
N 3.904 -0.587 2.556 0.046
N 1.747 1.169 -4.543 0.000
C 0.409 9.747 -1.445 0.000
C 2.719 1.963 -6.361 0.000
C 2.089 0.735 -6.756 0.000
C 2.563 2.151 -5.026 0.000
C -2.801 -11.058 2.041 0.000
C 5.083 -0.678 1.883 0.346
C 6.007 -1.309 2.738 0.193
C 4.103 -1.119 3.824 0.321
C -4.948 -9.971 -1.208 0.000
C 1.376 0.410 -5.661 0.000
C 5.375 -1.555 3.956 0.068
C 1.762 7.278 1.059 0.000
C -1.148 10.333 2.433 0.000
C -3.310 -6.923 1.293 0.000
H 0.447 10.530 -0.688 0.000
H -0.763 9.602 3.143 0.000
H -4.433 -10.368 -2.084 0.000
H 5.010 -0.454 0.829 0.011
H 2.495 7.593 0.317 0.000
H -5.645 -9.283 -1.685 0.000
H -0.169 10.054 -2.317 0.000
H 1.318 1.034 -3.639 0.000
H -3.232 -11.580 1.187 0.000
H 3.020 -0.236 2.215 -0.002
H -3.149 -11.448 2.998 0.000
H 5.785 -2.085 4.803 -0.002
H 2.780 2.985 -4.374 0.000
H -1.718 -11.179 2.045 0.000
H 1.422 9.630 -1.828 0.000
H 2.117 0.323 -7.754 0.000
H -0.638 11.264 2.676 0.000
H -2.492 -7.609 1.074 0.000
H -3.511 -6.231 0.475 0.000
H 0.561 -0.285 -5.523 0.000
H 3.331 2.591 -6.992 0.000
H 2.182 6.968 2.016 0.000
H 7.007 -1.490 2.372 0.006
H -2.939 -6.368 2.155 0.000
H -5.504 -10.747 -0.683 0.000
H 3.273 -1.207 4.510 0.011
H -2.208 10.481 2.641 0.000
H 1.284 6.378 0.672 0.000

=====

19
Properties=species:S:1:pos:R:3:mulliken_charge:R:1 method="wB97M-V/def2-TZVPD" gap_ev=8.121 e_tot_ev=-10938.05803 charge=-1 relative_energy_kj_mol=129.8
O -0.459 0.770 2.012 -0.876
O -1.046 1.382 -0.259 -0.851
O -2.729 -0.507 1.624 -0.763
N 1.609 -1.084 0.582 -0.603
C 1.596 -0.878 -0.916 -0.756
C 0.847 0.384 -1.370 -0.434
C -0.738 0.372 -1.103 -0.404
H -0.521 1.104 0.911 0.411
H 1.456 -1.930 -1.333 0.304
H -1.229 0.302 -2.119 0.271
H -1.857 -0.237 2.019 0.423
H 1.641 -0.282 1.151 0.278
H -0.802 1.570 2.343 0.259
H 0.895 -1.782 0.741 0.258
H 0.989 0.557 -2.446 0.378
H -2.652 0.152 0.899 0.329
H 2.645 -0.701 -1.152 0.289
H -0.818 -0.563 -0.592 0.216
H 1.173 1.371 -0.991 0.273

=====

81
Properties=species:S:1:pos:R:3:lowdin_spin:R:1 method="wB97M-V/def2-TZVPD" gap_ev="4.816 / 4.812" e_tot_ev=-85907.52944 s_squared=6.0184 spin_multiplicity=5 charge=-1
Pm -0.111 -0.799 0.364 4.088
Cl 0.245 0.307 -2.059 -0.015
Cl -1.231 0.123 2.558 -0.010
P -0.162 3.895 -0.976 -0.001
P -1.267 -3.101 -0.946 -0.007
C -1.223 4.233 -2.400 0.000
C 2.756 -1.878 3.913 0.000
C 3.234 -0.762 2.974 0.000
C 2.471 -0.863 1.737 -0.005
C 4.700 -0.949 2.574 0.000
C -3.933 -2.121 -1.219 -0.001
C 3.014 0.611 3.618 0.000
C 2.343 2.614 -0.392 0.000
C 0.096 -3.823 -2.023 0.000
C 0.255 -5.321 -1.737 0.000
C -0.689 4.457 0.685 0.000
C -2.414 3.270 -2.567 -0.001
C 0.012 -3.952 1.475 0.001
C 1.433 -3.055 -1.937 0.000
C 2.166 -1.204 0.573 -0.007
C 0.224 3.935 1.805 0.000
C 2.169 4.972 -1.481 0.000
C -3.281 -4.438 -2.244 -0.001
C -1.334 -4.080 0.736 0.000
C -2.501 -3.591 1.608 0.000
C -2.144 4.036 0.976 -0.001
C -1.539 5.719 -2.285 0.000
C 1.566 3.572 -1.331 0.000
C -2.853 -3.019 -1.870 -0.001
H 0.061 2.856 1.961 0.000
H -0.528 4.074 -3.242 0.000
H 3.251 4.860 -1.562 0.000
H 1.711 -2.776 -0.899 0.000
H 1.544 3.099 -2.327 0.000
H 3.332 -1.877 4.844 0.000
H -3.466 -3.690 1.109 0.000
H 4.996 -0.140 1.892 0.000
H -2.441 4.427 1.957 0.000
H 2.265 -3.665 -2.325 0.000
H -3.354 -5.101 -1.371 0.000
H 1.938 5.633 -0.638 0.000
H -2.352 -2.540 1.919 0.000
H -3.501 -1.329 -0.578 -0.001
H 0.287 -2.896 1.693 0.000
H 1.288 4.119 1.611 0.000
H 0.840 -4.429 0.941 0.000
H 1.698 -1.727 4.162 0.000
H 1.379 -2.117 -2.510 0.000
H -2.545 -4.193 2.532 0.000
H 0.965 -5.767 -2.444 0.000
H -4.673 -2.695 -0.642 0.000
H -2.582 -4.883 -2.964 0.000
H -4.258 -4.431 -2.733 0.000
H -0.609 6.297 -2.212 0.000
H 0.651 -5.494 -0.729 0.000
H -0.580 5.543 0.525 0.000
H -2.852 4.423 0.232 0.000
H -2.211 2.940 1.004 -0.002
H -1.691 0.794 -0.209 -0.035
H -0.054 -4.441 2.460 0.000
H -3.018 3.577 -3.431 0.000
H -2.054 6.013 -3.197 0.000
H -4.485 -1.599 -2.018 0.000
H 3.602 0.685 4.538 0.000
H -0.696 -5.866 -1.847 0.000
H -2.076 2.239 -2.721 -0.001
H 2.860 -2.860 3.438 0.000
H 1.803 5.456 -2.396 0.000
H 1.953 0.752 3.863 0.000
H -2.159 5.954 -1.410 0.000
H -0.288 -3.703 -3.052 0.000
H 1.711 1.908 0.175 0.000
H 2.971 3.167 0.321 0.000
H 3.010 1.999 -1.013 0.000
H -1.500 -5.143 0.488 0.000
H 3.321 1.412 2.940 0.000
H -2.546 -2.504 -2.799 0.000
H -3.070 3.255 -1.686 0.000
H 5.361 -0.938 3.442 0.000
H 4.825 -1.903 2.041 0.000
H -0.036 4.444 2.737 0.000

=====

60
Properties=species:S:1:pos:R:3:mulliken_charge:R:1 method="wB97M-V/def2-TZVPD" gap_ev=5.888 e_tot_ev=-71037.08515 charge=+3
I 1.613 2.453 -2.137 0.134
Zr -0.120 1.534 -0.288 -0.718
Cl -1.776 3.192 0.197 -0.368
P 0.393 -0.801 0.893 1.378
P 1.548 2.543 1.495 1.122
P -1.748 0.297 -1.901 1.200
C 1.217 2.445 3.278 -1.355
C 1.262 -1.006 2.478 -1.205
C -3.179 -1.679 2.632 -0.741
C -1.056 -0.867 -3.115 -1.155
C 0.026 3.884 -2.913 -0.679
C -1.434 -3.013 0.889 -0.607
C -3.497 -2.958 2.185 -0.660
C 1.655 -3.277 0.138 -0.382
C 3.325 2.143 1.368 -1.248
C 2.853 -2.109 -2.107 -0.500
C 2.459 -4.037 -0.722 -0.803
C -2.654 1.562 -2.860 -0.992
C -2.598 -3.636 1.346 -0.651
C -1.127 -1.728 1.347 1.006
C 1.467 4.356 1.316 -1.035
C 2.057 -1.345 -1.265 0.079
C 1.400 -1.933 -0.171 0.698
C 3.051 -3.468 -1.854 -0.725
C -3.204 -0.570 -1.236 -1.166
C -1.997 -1.060 2.222 -0.787
H 3.671 -4.066 -2.525 0.445
H 3.340 -1.642 -2.956 0.446
H 1.434 -2.076 2.657 0.519
H 0.417 4.671 1.318 0.392
H 1.791 3.245 3.760 0.507
H 1.237 -3.734 1.034 0.500
H 1.504 1.474 3.688 0.349
H -2.926 -1.512 -0.749 0.220
H -0.401 -1.585 -2.600 0.228
H 1.939 4.700 0.391 0.382
H -0.776 -3.519 0.192 0.568
H -1.873 -1.409 -3.613 0.438
H 3.470 1.055 1.343 0.328
H 1.954 -0.267 -1.458 -0.276
H -4.423 -3.441 2.503 0.453
H 2.223 -0.488 2.429 0.412
H 0.544 4.825 -3.096 0.406
H 0.663 -0.616 3.309 0.473
H -3.447 1.054 -3.424 0.447
H -1.992 2.110 -3.540 0.277
H -0.764 3.973 -2.175 0.307
H -3.689 0.081 -0.496 0.372
H 3.752 2.571 0.455 0.415
H 2.634 -5.087 -0.498 0.450
H -3.851 -1.156 3.303 0.460
H -2.813 -4.661 1.040 0.429
H -1.755 -0.047 2.566 0.293
H 0.147 2.613 3.448 0.395
H -3.107 2.275 -2.157 0.388
H -0.462 -0.320 -3.859 0.388
H 3.844 2.553 2.245 0.420
H -3.899 -0.754 -2.067 0.521
H 1.981 4.790 2.181 0.447
H -0.305 3.467 -3.863 0.364

=====

25
Properties=species:S:1:pos:R:3:mulliken_charge:R:1 method="wB97M-V/def2-TZVPD" gap_ev=6.784 e_tot_ev=-26411.93340 charge=-1 relative_energy_kj_mol=385.6
P -0.657 0.152 1.819 1.142
O 0.552 0.686 2.478 -0.868
O -1.689 0.053 3.360 -0.787
O -0.804 -1.269 1.308 -0.878
O -3.186 0.230 1.139 -0.488
O -2.107 2.148 0.631 -0.625
N 0.814 -0.137 -1.047 0.366
C -0.338 -0.973 -1.544 -0.897
C 1.637 -0.902 -0.107 -0.968
C -2.089 1.069 1.136 0.662
C 0.234 1.000 -0.253 -1.043
C 1.679 0.251 -2.180 -1.009
H -1.241 0.479 4.126 0.232
H 1.138 1.551 0.165 0.202
H -2.789 -0.307 1.875 0.437
H 2.277 1.086 -1.833 0.295
H 0.072 -1.598 -2.332 0.365
H 2.128 -0.736 -2.398 0.405
H 1.259 0.652 -3.025 0.368
H 2.199 -1.840 -0.443 0.262
H 2.248 -0.174 0.257 0.524
H -1.081 -0.402 -2.006 0.402
H -0.235 1.668 -1.103 0.265
H 0.893 -1.295 0.697 0.320
H -0.916 -1.391 -0.719 0.318

=====

13
Properties=species:S:1:pos:R:3:mulliken_charge:R:1 method="wB97M-V/def2-TZVPD" gap_ev="7.278 / 7.741" e_tot_ev=-9268.91751 relative_energy_kj_mol=442.3
O -0.714 -1.945 0.329 -0.532
N 1.336 -1.347 -0.557 -0.650
N -1.636 0.521 -0.070 -0.598
C 0.196 -1.030 -0.099 0.489
C 0.592 1.443 0.209 -0.385
C 1.993 1.397 0.061 -0.511
C -0.256 0.379 0.009 0.670
H 1.471 -2.358 -0.476 0.248
H -1.457 -1.471 0.737 0.361
H 2.407 0.448 0.437 0.205
H 0.108 2.426 0.247 0.230
H -1.961 1.473 0.034 0.225
H -2.078 0.066 -0.861 0.248

=====

13
Properties=species:S:1:pos:R:3:mulliken_charge:R:1 method="wB97M-V/def2-TZVPD" smiles="C#C[C@@H](C)OC=O" gap_ev=11.360 e_tot_ev=-9375.04195 relative_energy_kj_mol=198.1
O 2.174 -1.589 0.139 -0.481
O 0.963 0.025 -0.893 -0.319
C -0.995 -0.864 0.350 -1.196
C -1.265 2.433 0.153 0.310
C 1.940 -0.886 -0.809 0.093
C -0.515 1.494 0.189 -1.005
C 0.133 0.184 0.281 0.547
H -1.891 3.294 0.115 0.431
H -0.944 -1.452 1.267 0.271
H -0.943 -1.526 -0.517 0.290
H -1.955 -0.346 0.322 0.414
H 0.790 0.125 1.154 0.264
H 2.509 -0.893 -1.751 0.380

=====

109
Properties=species:S:1:pos:R:3:mulliken_charge:R:1 method="wB97M-V/def2-TZVPD" gap_ev=5.556 e_tot_ev=-210993.23713 charge=-2
Se 1.212 3.968 -2.679 -0.401
Fe -1.885 0.717 -1.176 1.871
Cl 3.681 -5.710 4.866 -0.267
S -4.539 4.395 -0.446 -0.425
S 0.203 -1.298 -0.640 1.342
F 3.262 3.303 -4.851 -0.345
F -0.932 -0.118 -5.173 -0.318
F 1.019 -0.173 -7.061 -0.346
F 3.107 1.569 -6.888 -0.339
F -0.901 1.692 -3.215 0.253
O -2.693 0.991 0.815 -0.495
O 5.269 2.840 2.704 -0.748
O -2.633 0.456 2.985 -0.838
O 0.169 -0.635 -1.941 -0.710
O 1.441 -1.129 0.116 -0.279
N -1.132 -0.999 0.097 -0.023
N -1.873 3.959 -0.483 -0.033
N 0.892 2.642 2.128 -0.978
N 0.078 1.820 0.208 0.608
N -3.202 2.845 -2.056 -0.008
N 1.906 2.202 1.339 1.058
C -1.210 -0.770 1.513 0.319
C -5.372 3.720 -1.821 0.857
C 1.190 2.597 -3.938 -0.571
C -7.110 3.308 -3.394 -0.521
C 0.878 -5.311 -0.543 -0.884
C -4.475 2.934 -2.567 -1.113
C -4.917 2.348 -3.750 0.046
C -4.870 -0.420 -2.026 2.515
C -5.567 -0.879 -0.747 -1.881
C 2.203 2.484 -4.900 0.325
C 1.089 0.698 -6.038 0.168
C -0.349 -5.830 -0.942 1.272
C -6.690 3.897 -2.210 -0.394
C -1.317 -4.947 -1.419 -1.096
C 4.744 1.431 5.110 -2.022
C 2.515 0.725 4.291 -1.713
C 4.179 1.894 2.677 2.192
C 4.788 0.594 2.110 -2.040
C 2.699 -2.598 2.559 0.183
C -6.224 2.548 -4.156 -0.560
C 1.109 -3.943 -0.554 -0.282
C 1.386 1.725 0.193 -1.057
C 0.117 -3.070 -0.972 -0.814
C 2.147 1.582 -5.942 0.327
C 0.144 1.671 -4.063 0.206
C 3.838 -1.793 2.598 -0.809
C 4.871 -3.415 4.074 -1.177
C 3.066 3.161 4.571 -1.897
C 0.094 0.738 -5.079 0.092
C 3.856 -0.562 1.716 1.395
C 3.733 -4.194 3.999 0.511
C -5.495 -1.094 -3.255 -1.812
C -2.286 0.310 1.808 -0.111
C -1.087 -3.582 -1.437 -0.587
C 3.607 1.788 4.136 2.575
C 3.288 2.566 1.586 -3.062
C 2.639 -3.800 3.250 -1.304
C -0.179 2.375 1.422 -1.398
C -3.374 -0.673 -1.929 -1.212
C -0.644 -7.303 -0.821 -1.464
C 4.918 -2.220 3.361 0.005
C -3.050 3.605 -1.018 0.308
H 2.056 -3.540 -0.215 0.611
H 3.807 2.415 0.639 0.481
H 4.160 -0.922 0.729 0.902
H -5.096 -0.392 0.109 0.287
H -0.429 -7.662 0.188 0.330
H 5.829 -1.638 3.422 0.435
H 1.651 -5.985 -0.189 0.372
H 2.877 3.157 5.648 0.498
H 1.750 -4.414 3.197 0.494
H 2.137 3.384 4.059 0.253
H 5.715 -3.741 4.666 0.418
H 5.548 0.244 2.814 0.625
H 3.799 3.939 4.351 0.384
H -3.186 -1.520 -1.268 0.199
H -2.917 -0.833 -2.916 0.518
H -1.695 -7.500 -1.031 0.348
H 5.213 0.476 4.862 0.319
H 5.330 0.919 1.219 0.192
H 1.849 -2.267 1.973 0.804
H -7.366 4.485 -1.602 0.362
H 3.315 3.636 1.794 0.497
H -6.633 -0.628 -0.756 0.478
H -4.997 -0.762 -4.168 0.348
H -5.464 -1.962 -0.628 0.368
H -1.482 -1.682 2.057 0.671
H -0.265 -0.402 1.937 -0.707
H 1.970 1.341 -0.623 0.776
H -1.845 -2.890 -1.779 0.312
H -2.279 -5.329 -1.743 0.313
H -1.048 3.453 -0.808 -0.303
H -1.174 2.568 1.786 1.172
H 1.737 0.821 3.537 0.191
H -6.564 2.105 -5.084 0.387
H -5.387 -2.181 -3.188 0.369
H 2.928 -0.280 4.246 0.220
H -5.067 0.645 -2.132 -0.866
H -4.235 1.732 -4.323 0.506
H 2.835 -0.214 1.579 -1.123
H -0.039 -7.894 -1.513 0.309
H -6.562 -0.855 -3.344 0.382
H 6.011 2.412 3.140 0.522
H -1.855 4.285 0.466 0.324
H 2.038 0.850 5.265 0.602
H 5.506 2.213 5.144 0.493
H 4.324 1.336 6.113 0.485
H -8.130 3.448 -3.730 0.345

=====

14
Properties=species:S:1:pos:R:3:mulliken_charge:R:1 method="wB97M-V/def2-TZVPD" gap_ev=10.132 e_tot_ev=-9956.69044 relative_energy_kj_mol=201.8
F 2.828 0.676 -0.637 -0.324
N -2.012 -1.230 0.518 -0.340
N -1.978 -0.325 -0.528 -0.479
C -0.913 0.226 -0.847 -0.243
C 1.473 0.952 -0.388 -0.117
C 0.963 0.524 0.896 -0.478
C 0.449 -0.139 -0.329 -0.334
H 1.695 -0.089 1.411 0.257
H 0.709 -1.151 -0.448 0.535
H 0.400 1.218 1.508 0.240
H 1.179 1.838 -0.898 0.378
H -0.976 0.907 -1.643 0.442
H -2.738 -1.927 0.516 0.233
H -1.078 -1.481 0.868 0.228